1.
Computed, not measured: 2 unconnected molecules or ions with the total composition C7H14N2 at a distorted geometry, with the ωB97M-V functional and the def2-TZVPD basis.

XYZ file:
```
23
Properties=species:S:1:pos:R:3:lowdin_spin:R:1
C 2.69 1.86 -0.98 0.0004
C 3.29 0.59 -0.30 0.0002
H 1.65 1.77 -1.05 0.0003
H 2.94 2.70 -0.26 0.0000
H 2.90 2.21 -2.05 0.0000
H 3.43 0.65 0.83 0.0000
H 2.71 -0.22 -0.44 0.0000
H 4.34 0.49 -0.57 0.0000
C -1.66 -1.68 -0.54 0.0499
C -2.90 -2.54 -0.11 0.0319
C -1.33 -0.54 0.26 0.2792
C -1.35 0.80 -0.13 0.3522
C -0.52 0.61 1.97 0.1819
N -0.69 -0.62 1.56 -0.0153
N -0.90 1.55 1.00 0.0900
H -0.77 -2.24 -0.75 0.0157
H -1.95 -1.51 -1.57 0.0002
H -3.84 -2.03 0.12 0.0000
H -1.78 1.18 -1.13 0.0075
H 0.12 0.80 2.92 0.0029
H -0.77 2.48 1.16 0.0005
H -2.62 -2.97 0.82 0.0003
H -2.98 -3.35 -0.77 0.0020
```

Properties
- multiplicity = 2
- ΔE to the lowest compared entry with this formula, charge and spin (kcal/mol) = 45.1
- net charge = +1
- ⟨S²⟩ = 0.760

***

2.
Computed, not measured: 3 unconnected molecules or ions with the total composition C7H14N2O2S at a distorted geometry, with the ωB97M-V functional and the def2-TZVPD basis.

XYZ file:
```
26
Properties=species:S:1:pos:R:3:nbo_charge:R:1
C 2.30 1.40 0.85 -0.1665
C -1.38 -0.63 -0.07 -0.0235
C -0.78 -0.51 1.10 0.6388
C -2.44 1.61 0.28 -0.5976
C 1.11 1.45 -2.48 -0.7180
C -2.34 0.43 -0.62 -0.4007
C 1.82 0.17 -2.10 0.0741
N 1.75 0.47 0.18 -0.2279
N 2.18 -0.04 -0.92 -0.2345
O -0.94 -1.71 -0.95 -0.6876
O -0.40 -0.28 2.18 -0.4573
S 1.08 -4.35 3.71 -0.2814
H 1.74 1.62 1.75 0.1925
H 3.36 1.72 0.75 0.1710
H -1.54 2.05 0.46 0.2058
H -3.19 2.23 -0.06 0.2159
H -2.84 1.16 1.22 0.2027
H 1.62 1.85 -3.41 0.2450
H 0.00 1.07 -2.51 0.2367
H 1.06 2.00 -1.49 0.2388
H -3.26 -0.08 -0.52 0.2130
H -2.18 0.76 -1.71 0.2104
H 2.45 -0.38 -2.75 0.1886
H -0.08 -1.99 -0.66 0.4799
H -0.07 -4.32 4.35 0.1357
H 0.98 -5.69 3.45 0.1460
```

Properties
- ΔE to the lowest compared entry with this formula, charge and spin (kcal/mol) = 122.6
- SMILES = CCC(O)=C=O.C=N/N=C\C.S